{"formula": "C50H52BrInN3OPSe2Te", "method": "wB97M-V/def2-TZVPD", "total_charge": 1, "multiplicity": 2, "total_energy_ha": -10352.163350, "e_lumo_ha": [-0.0833, -0.1176], "e_above_lowest_kcal_mol": 17.5, "molar_mass_g_mol": 1222.20, "e_homo_ev": [-10.11, -10.10], "elements": ["In", "C", "Se", "C", "C", "Se", "C", "H", "H", "H", "H", "H", "H", "H", "H", "H", "H", "N", "P", "C", "C", "C", "C", "C", "C", "C", "C", "C", "C", "C", "C", "C", "C", "C", "C", "C", "C", "H", "H", "H", "H", "H", "H", "H", "H", "H", "H", "H", "H", "H", "H", "H", "C", "C", "C", "C", "C", "C", "Te", "N", "C", "O", "C", "C", "C", "C", "C", "C", "C", "C", "C", "C", "C", "C", "C", "C", "C", "C", "H", "H", "H", "H", "H", "H", "H", "H", "H", "H", "H", "H", "H", "H", "H", "H", "H", "H", "H", "H", "H", "H", "H", "Br", "C", "C", "C", "C", "C", "N", "H", "H", "H", "H"], "coordinates": [[1.611, 1.056, -0.587], [5.708, 0.192, -0.317], [4.391, 1.622, -0.129], [4.416, 1.874, 1.819], [4.178, 0.667, 2.706], [2.402, -0.180, 2.511], [1.765, -0.009, 4.372], [6.620, 0.488, 0.195], [5.909, 0.096, -1.381], [5.329, -0.752, 0.067], [3.652, 2.637, 1.986], [5.400, 2.304, 2.042], [4.231, 0.988, 3.751], [4.930, -0.109, 2.543], [2.474, -0.506, 5.032], [0.805, -0.523, 4.422], [1.646, 1.033, 4.665], [1.809, 2.922, 0.241], [0.747, 4.028, 0.503], [1.524, 5.294, 1.554], [0.778, 6.040, 2.459], [1.412, 6.929, 3.308], [2.789, 7.078, 3.258], [3.534, 6.343, 2.349], [2.904, 5.448, 1.503], [-0.704, 3.541, 1.509], [-1.984, 4.048, 1.336], [-2.977, 3.714, 2.241], [-2.689, 2.895, 3.321], [-1.410, 2.389, 3.494], [-0.422, 2.704, 2.581], [0.062, 4.879, -0.965], [-0.506, 4.099, -1.959], [-0.961, 4.668, -3.131], [-0.864, 6.041, -3.301], [-0.319, 6.832, -2.303], [0.162, 6.254, -1.141], [-0.296, 5.922, 2.505], [0.830, 7.495, 4.019], [3.282, 7.763, 3.932], [4.606, 6.457, 2.304], [3.466, 4.851, 0.796], [-2.191, 4.708, 0.506], [-3.969, 4.121, 2.124], [-3.457, 2.668, 4.046], [-1.182, 1.761, 4.344], [0.591, 2.328, 2.680], [-0.599, 3.016, -1.796], [-1.373, 4.041, -3.908], [-1.212, 6.488, -4.220], [-0.256, 7.903, -2.435], [0.623, 6.859, -0.374], [-5.957, -4.935, 1.379], [-4.630, -4.519, 0.828], [-3.462, -5.138, 1.259], [-2.223, -4.814, 0.728], [-0.988, -5.459, 1.289], [-2.150, -3.849, -0.285], [-0.266, -3.798, -1.312], [0.438, -2.017, -0.773], [1.723, -2.011, -0.545], [2.378, -0.966, -0.288], [2.470, -3.301, -0.560], [3.140, -3.723, -1.700], [3.733, -4.976, -1.719], [3.662, -5.794, -0.602], [3.015, -5.359, 0.545], [2.421, -4.109, 0.571], [-0.808, -3.137, -3.270], [-0.708, -1.791, -3.573], [-0.934, -1.345, -4.861], [-1.266, -2.260, -5.846], [-1.360, -3.608, -5.542], [-1.122, -4.073, -4.255], [-1.197, -5.527, -3.911], [-3.296, -3.152, -0.670], [-3.222, -2.010, -1.632], [-4.518, -3.493, -0.102], [-5.903, -5.946, 1.774], [-6.720, -4.902, 0.605], [-6.264, -4.270, 2.188], [-3.524, -5.904, 2.019], [-1.228, -5.990, 2.209], [-0.239, -4.698, 1.527], [-0.544, -6.168, 0.584], [3.201, -3.064, -2.556], [4.234, -5.315, -2.613], [4.126, -6.768, -0.624], [2.963, -5.993, 1.416], [1.942, -3.729, 1.464], [-0.443, -1.087, -2.798], [-0.837, -0.293, -5.077], [-1.445, -1.928, -6.858], [-1.619, -4.319, -6.315], [-1.564, -6.111, -4.753], [-1.865, -5.675, -3.059], [-0.206, -5.903, -3.642], [-2.276, -1.490, -1.504], [-4.040, -1.316, -1.453], [-3.293, -2.358, -2.662], [-5.397, -2.940, -0.402], [1.500, 1.021, -3.058], [-1.367, 1.376, -0.931], [-2.739, 1.480, -0.781], [-3.300, 0.850, 0.319], [-2.485, 0.148, 1.201], [-1.126, 0.110, 0.964], [-0.613, 0.729, -0.093], [-3.330, 2.042, -1.489], [-4.364, 0.924, 0.494], [-2.898, -0.341, 2.071], [-0.424, -0.408, 1.607]]}


{"formula": "C28H20HgN9O5Se", "method": "wB97M-V/def2-TZVPD", "total_charge": -2, "multiplicity": 2, "total_energy_ha": -4503.013394, "e_lumo_ha": [0.1531, 0.1520], "molar_mass_g_mol": 842.08, "e_homo_ev": [-0.32, -2.95], "elements": ["Hg", "O", "C", "N", "C", "O", "C", "C", "C", "C", "C", "N", "C", "C", "C", "C", "C", "N", "H", "H", "H", "H", "H", "H", "H", "H", "N", "C", "C", "O", "N", "C", "C", "O", "O", "H", "H", "H", "H", "H", "H", "Se", "N", "C", "C", "C", "C", "C", "N", "C", "C", "N", "C", "C", "C", "C", "C", "N", "H", "H", "H", "H", "H", "H"], "coordinates": [[0.061, 0.637, -0.705], [-1.861, -1.298, -4.272], [-1.095, -0.781, -3.465], [-1.031, -1.009, -2.144], [-1.311, -2.201, -1.588], [-1.172, -3.302, -2.108], [-1.733, -2.111, -0.142], [-1.485, -3.178, 0.722], [-1.901, -3.083, 2.036], [-2.580, -1.941, 2.436], [-2.794, -0.945, 1.498], [-2.380, -1.017, 0.244], [-0.149, 0.296, -3.952], [-0.128, 0.631, -5.306], [0.779, 1.571, -5.754], [1.652, 2.138, -4.835], [1.554, 1.756, -3.505], [0.678, 0.862, -3.080], [-0.952, -4.039, 0.348], [-1.707, -3.881, 2.742], [-2.922, -1.820, 3.456], [-3.329, -0.041, 1.768], [-0.823, 0.136, -5.966], [0.810, 1.858, -6.799], [2.392, 2.863, -5.141], [2.195, 2.173, -2.739], [-3.366, 1.981, -0.745], [-2.600, 2.712, -1.754], [-1.434, 3.487, -1.114], [-1.440, 4.723, -1.146], [-0.486, 2.727, -0.576], [0.631, 3.453, -0.001], [1.957, 2.652, 0.114], [2.903, 3.226, 0.650], [2.002, 1.488, -0.385], [-2.708, 1.583, -0.076], [-3.827, 1.185, -1.177], [-3.270, 3.440, -2.231], [-2.183, 2.061, -2.541], [0.381, 3.815, 1.006], [0.855, 4.339, -0.612], [3.213, -2.798, 5.868], [3.315, -3.161, 4.103], [2.505, -2.313, 3.472], [2.326, -2.296, 2.056], [3.031, -3.145, 1.201], [2.797, -3.087, -0.153], [1.853, -2.173, -0.635], [1.191, -1.347, 0.138], [1.406, -1.374, 1.470], [0.693, -0.457, 2.293], [-0.148, 0.420, 1.707], [-0.803, 1.281, 2.447], [-0.697, 1.337, 3.842], [0.166, 0.466, 4.468], [0.886, -0.457, 3.708], [1.790, -1.391, 4.295], [2.014, -1.474, 5.606], [3.752, -3.826, 1.632], [3.327, -3.725, -0.845], [1.626, -2.123, -1.693], [-1.454, 1.965, 1.917], [-1.279, 2.057, 4.397], [0.310, 0.476, 5.539]]}


{"formula": "C8H15NO", "method": "wB97M-V/def2-TZVPD", "total_charge": 0, "multiplicity": 1, "total_energy_ha": -443.646239, "e_lumo_ha": 0.0085, "e_above_lowest_kcal_mol": 122.3, "molar_mass_g_mol": 141.21, "e_homo_ev": -6.09, "elements": ["C", "N", "C", "C", "H", "H", "H", "H", "H", "H", "H", "C", "C", "C", "C", "C", "O", "H", "H", "H", "H", "H", "H", "H", "H"], "coordinates": [[-1.608, 0.888, -1.872], [-0.442, 0.424, -1.088], [-0.383, 1.078, 0.489], [-0.041, 2.412, 0.562], [0.427, 0.723, -1.525], [-1.351, 0.802, 0.899], [-2.489, 0.423, -1.436], [-1.669, 1.971, -1.790], [-1.497, 0.597, -2.917], [0.899, 2.761, 0.149], [-0.529, 3.043, 1.290], [0.719, -1.825, -1.433], [-0.057, -0.876, 2.341], [-0.401, -1.067, -0.769], [0.623, -0.175, 1.205], [1.954, -0.151, 1.083], [-1.437, -1.565, -0.389], [0.461, -1.983, -2.484], [0.819, -2.792, -0.945], [1.670, -1.303, -1.362], [-0.902, -1.468, 1.981], [-0.459, -0.145, 3.049], [0.623, -1.541, 2.877], [2.454, 0.438, 0.319], [2.614, -0.671, 1.769]]}


{"formula": "C18H19O2S", "method": "wB97M-V/def2-TZVPD", "total_charge": 1, "multiplicity": 1, "total_energy_ha": -1245.718623, "e_lumo_ha": -0.1766, "e_above_lowest_kcal_mol": 0.0, "molar_mass_g_mol": 299.41, "e_homo_ev": -11.00, "elements": ["C", "S", "C", "H", "H", "H", "H", "H", "H", "C", "O", "C", "C", "C", "C", "C", "O", "C", "C", "C", "C", "C", "C", "C", "C", "C", "C", "H", "H", "H", "H", "H", "H", "H", "H", "H", "H", "H", "H", "H"], "coordinates": [[-1.310, -1.099, 3.238], [0.023, 0.107, 3.254], [1.370, -1.082, 3.230], [-2.252, -0.542, 3.242], [-1.247, -1.704, 2.326], [-1.263, -1.735, 4.130], [2.305, -0.513, 3.231], [1.333, -1.720, 4.121], [1.312, -1.685, 2.317], [3.238, -0.989, -6.802], [2.045, -1.234, -6.021], [1.873, -0.473, -4.903], [0.702, -0.696, -4.129], [0.481, 0.052, -2.988], [1.411, 1.051, -2.567], [1.216, 1.853, -1.384], [2.216, 2.757, -1.140], [2.163, 3.595, -0.037], [1.067, 3.515, 0.852], [1.058, 4.386, 1.974], [2.097, 5.278, 2.172], [3.173, 5.329, 1.266], [3.217, 4.490, 0.153], [0.058, 2.574, 0.581], [0.125, 1.756, -0.534], [2.567, 1.253, -3.350], [2.806, 0.516, -4.494], [3.183, -1.685, -7.638], [3.253, 0.047, -7.168], [4.138, -1.183, -6.202], [0.001, -1.462, -4.464], [-0.419, -0.123, -2.399], [0.203, 4.309, 2.650], [2.072, 5.939, 3.040], [3.981, 6.039, 1.440], [4.046, 4.522, -0.556], [-0.794, 2.508, 1.255], [-0.649, 1.029, -0.766], [3.300, 2.003, -3.064], [3.717, 0.710, -5.067]]}


{"formula": "C18H31N3O4", "method": "wB97M-V/def2-TZVPD", "total_charge": 0, "multiplicity": 1, "total_energy_ha": -1169.628552, "e_lumo_ha": -0.0481, "smiles": "CC(C)OC(=O)/N=N/C(=O)OC(C)C.C1=C(N2CCCC2)CCCC1", "e_above_lowest_kcal_mol": 11.5, "molar_mass_g_mol": 353.46, "e_homo_ev": -6.92, "elements": ["C", "C", "C", "O", "C", "N", "N", "C", "O", "O", "C", "C", "C", "O", "H", "H", "H", "H", "H", "H", "H", "H", "H", "H", "H", "H", "H", "H", "C", "C", "C", "C", "N", "C", "C", "C", "C", "C", "C", "H", "H", "H", "H", "H", "H", "H", "H", "H", "H", "H", "H", "H", "H", "H", "H", "H"], "coordinates": [[-5.031, 2.025, 1.596], [-3.903, 1.063, 1.943], [-4.142, 0.318, 3.250], [-2.662, 1.766, 1.978], [-1.607, 0.930, 1.766], [-0.346, 1.510, 1.747], [0.627, 0.776, 1.739], [1.877, 1.386, 1.671], [2.123, 2.349, 2.361], [2.770, 0.859, 0.787], [3.991, 1.596, 0.795], [4.697, 1.458, -0.546], [4.859, 1.163, 1.969], [-1.732, -0.263, 1.596], [-5.998, 1.521, 1.565], [-5.082, 2.828, 2.327], [-4.855, 2.486, 0.627], [-3.794, 0.328, 1.125], [-5.107, -0.191, 3.259], [-3.359, -0.424, 3.415], [-4.114, 1.012, 4.088], [3.693, 2.652, 0.934], [5.646, 1.995, -0.558], [4.887, 0.410, -0.767], [4.075, 1.846, -1.350], [5.826, 1.667, 1.970], [4.355, 1.375, 2.913], [5.032, 0.089, 1.928], [-0.282, -5.076, 5.709], [-1.689, -5.681, 5.645], [-2.171, -5.824, 4.190], [-1.782, -4.679, 3.291], [-2.311, -4.652, 1.979], [-3.171, -5.728, 1.435], [-3.483, -5.363, -0.023], [-2.464, -4.267, -0.422], [-1.662, -3.938, 0.851], [-0.934, -3.718, 3.691], [-0.252, -3.702, 5.021], [0.064, -5.003, 6.750], [0.421, -5.747, 5.201], [-1.721, -6.651, 6.163], [-2.384, -5.028, 6.188], [-1.774, -6.753, 3.765], [-3.262, -5.937, 4.167], [-2.627, -6.674, 1.503], [-4.076, -5.825, 2.041], [-3.414, -6.240, -0.680], [-4.510, -4.986, -0.112], [-1.804, -4.609, -1.230], [-2.980, -3.373, -0.798], [-1.634, -2.863, 1.052], [-0.628, -4.290, 0.774], [-0.718, -2.915, 3.009], [-0.750, -2.964, 5.663], [0.785, -3.356, 4.902]]}


{"formula": "C12H16N2O", "method": "wB97M-V/def2-TZVPD", "total_charge": -1, "multiplicity": 2, "total_energy_ha": -651.504427, "e_lumo_ha": [0.1281, 0.1259], "e_above_lowest_kcal_mol": 68.6, "molar_mass_g_mol": 204.27, "e_homo_ev": [0.67, -3.47], "elements": ["C", "C", "C", "C", "C", "C", "C", "O", "H", "H", "H", "H", "H", "H", "H", "H", "C", "C", "C", "C", "C", "N", "N", "H", "H", "H", "H", "H", "H", "H", "H"], "coordinates": [[2.126, 1.753, -1.373], [-1.706, 0.002, -2.080], [-1.574, 0.987, -1.110], [-0.661, -0.462, -2.878], [-0.272, 1.553, -0.883], [0.628, 0.066, -2.602], [0.798, 1.069, -1.641], [-2.949, -0.481, -2.433], [-2.427, 1.373, -0.563], [-3.709, -0.029, -2.092], [-0.826, -1.099, -3.726], [-0.048, 2.261, -0.095], [1.525, -0.471, -2.922], [2.096, 2.358, -0.457], [2.282, 2.436, -2.220], [2.932, 1.024, -1.317], [-0.436, 0.177, 2.691], [-1.966, -0.345, 2.780], [0.462, -0.764, 2.006], [0.383, -1.774, 1.086], [2.532, -1.222, 1.321], [1.811, -0.430, 2.024], [1.637, -2.133, 0.634], [-0.490, 1.232, 2.429], [-0.120, 0.292, 3.723], [-2.613, 0.521, 2.864], [-0.402, -2.178, 0.475], [3.249, -0.913, 0.548], [1.794, -3.031, 0.215], [-2.043, -0.863, 3.729], [-2.014, -0.907, 1.866]]}


{"formula": "INO3", "method": "wB97M-V/def2-TZVPD", "total_charge": 0, "multiplicity": 1, "total_energy_ha": -577.942616, "e_lumo_ha": -0.0817, "e_above_lowest_kcal_mol": 36.5, "molar_mass_g_mol": 188.91, "e_homo_ev": -9.68, "elements": ["N", "O", "O", "O", "I"], "coordinates": [[-0.022, -0.459, -1.468], [-0.485, 0.623, -1.639], [0.274, -0.868, -0.384], [0.432, -0.092, 2.432], [-0.201, 0.797, 1.059]]}


{"formula": "C3H4O4", "method": "wB97M-V/def2-TZVPD", "total_charge": 0, "multiplicity": 1, "total_energy_ha": -417.614394, "e_lumo_ha": 0.0156, "smiles": "O=C1COC1(O)O", "e_above_lowest_kcal_mol": 49.5, "molar_mass_g_mol": 104.06, "e_homo_ev": -10.29, "elements": ["C", "C", "C", "O", "O", "O", "O", "H", "H", "H", "H"], "coordinates": [[-0.997, -0.438, 0.027], [-0.930, 1.097, 0.006], [0.593, -0.445, 0.113], [-1.889, -1.232, 0.129], [0.540, 1.045, 0.204], [1.053, -1.099, 1.218], [1.213, -0.866, -1.007], [-1.024, 1.833, -0.888], [-1.329, 1.627, 0.892], [1.996, -1.159, 0.961], [0.775, -0.362, -1.655]]}